ORCA calculation (the ωB97M-V functional and the def2-TZVPD basis) on C6H5NO2S3 as an isolated structure in a non-equilibrium geometry.

Properties
LUMO level (alpha / beta): -2.206 / -1.903 eV
highest occupied orbital energy (alpha / beta): -0.3245 / -0.3169 hartree
energy above the lowest of the compared OMol25 structures with the same formula, charge and spin: 1.6505 eV
Kohn-Sham gap (alpha / beta): 6.62 / 6.72 eV

Last column: Löwdin charge in e.
CARTESIAN COORDINATES (ANGSTROEM)
1 C 0.287 2.087 -0.493  -0.115
2 C 1.521 2.552 -0.408  -0.391
3 C 0.082 0.855 0.310  -0.664
4 C 1.279 0.481 0.902  -0.542
5 C -1.005 -0.034 0.061  -0.655
6 C -2.258 -1.999 -0.526  -0.119
7 N -1.179 -1.053 -0.637  0.040
8 O 1.362 -2.306 1.072  -0.323
9 O 3.336 -1.020 0.622  -0.398
10 S -1.481 0.828 1.512  0.944
11 S 2.612 1.625 0.529  1.047
12 S 1.910 -1.109 0.510  0.760
13 H -0.426 2.592 -1.084  0.112
14 H 1.869 3.410 -0.862  0.056
15 H -2.784 -2.322 -1.545  0.123
16 H -1.995 -2.889 -0.067  0.044
17 H -3.132 -1.697 0.105  0.081